(1)
{
  "formula": "C6H13BrN3",
  "method": "ωB97M-V with the def2-TZVPD basis set",
  "charge": 1,
  "homo_lumo_gap_ev": [6.756, 5.611],
  "homo_ha": [-0.4706, -0.4572],
  "symbols": ["C", "C", "C", "C", "C", "C", "N", "N", "N", "Br", "H", "H", "H", "H", "H", "H", "H", "H", "H", "H", "H", "H", "H"],
  "positions_angstrom": [[2.06277, 0.98209, 0.91173], [-0.34859, 0.06294, -0.44656], [-2.24636, -1.40321, -0.25089], [0.15623, -2.07118, 0.53207], [0.05995, 2.38823, -0.92414], [-0.91821, -0.97756, 0.37861], [0.94269, 1.57114, 1.10500], [2.40209, 0.08038, 0.08954], [-0.17598, 1.29566, 0.10982], [4.15440, -0.44911, -0.27468], [2.57064, 1.54305, 1.74926], [-0.14780, 0.04034, -1.47894], [-2.84958, -0.48820, -0.68364], [-2.81896, -1.92446, 0.50750], [-1.97871, -2.29356, -0.91699], [1.04048, -1.87521, 1.12322], [0.49086, -2.30994, -0.54987], [-0.37839, -3.01008, 0.71712], [-0.10969, 3.44488, -0.64671], [1.04328, 2.42185, -1.07017], [-0.58616, 2.25282, -1.78719], [-1.25237, -0.64565, 1.31223], [-1.11260, 1.36477, 0.49369]],
  "forces_ev_per_a": [[0.971, 0.922, 1.127], [1.671, -0.707, 0.832], [-0.117, -1.093, -1.707], [-0.648, -1.679, -3.233], [-3.865, 0.953, 0.402], [0.433, -0.388, -0.549], [-2.759, 0.777, 2.016], [0.087, -1.599, -1.245], [-0.146, 2.646, -2.214], [-0.789, 0.477, 0.303], [0.951, -0.818, -0.801], [0.264, -0.739, -1.228], [1.106, -2.211, 0.530], [-0.360, 0.412, 0.348], [-0.832, 1.698, -0.187], [-0.302, 0.174, 0.263], [-0.012, 0.525, 1.558], [0.275, 0.157, 0.862], [-0.585, -0.826, 1.080], [3.969, -0.639, -1.319], [0.280, -0.451, -0.231], [0.334, 1.205, 1.764], [0.074, 1.205, 1.628]],
  "mulliken_charge": [0.361, -0.902, -1.284, -1.418, -0.896, 0.729, -0.811, -0.495, 0.416, 0.025, 0.465, 0.692, 0.303, 0.410, 0.339, 0.350, 0.360, 0.420, 0.345, 0.350, 0.403, 0.344, 0.496]
}



(2)
{
  "formula": "C6H13BrNO3S",
  "method": "ωB97M-V with the def2-TZVPD basis set",
  "charge": -1,
  "homo_lumo_gap_ev": 7.752,
  "homo_ha": -0.1786,
  "symbols": ["C", "C", "C", "C", "C", "C", "N", "O", "O", "O", "S", "Br", "H", "H", "H", "H", "H", "H", "H", "H", "H", "H", "H", "H", "H"],
  "positions_angstrom": [[-1.26196, -0.79384, 1.07692], [-2.84755, 0.92789, -0.05262], [1.25845, 0.42284, -1.57764], [-0.27729, 1.38945, 0.32698], [-1.40086, 0.37273, 0.11299], [1.06604, 0.93867, -0.26183], [1.63748, -0.55324, 0.84568], [3.37944, -1.71021, -0.47448], [1.98133, -3.10092, 1.14445], [1.16076, -2.39177, -0.97842], [2.07701, -2.06882, 0.11250], [2.32103, 2.37387, 0.12461], [-2.10590, -1.54529, 1.15377], [-0.25959, -1.19263, 0.88892], [-1.20553, -0.38275, 2.10383], [-2.94739, 1.61711, -0.96697], [-3.48540, -0.00710, -0.14873], [-3.16510, 1.52126, 0.75587], [0.87900, -0.61238, -1.67108], [2.22613, 0.29712, -1.94873], [0.50353, 0.97325, -2.34061], [-0.47544, 2.36835, -0.21864], [-0.13070, 1.62910, 1.35943], [-1.28209, -0.05197, -0.84984], [2.35461, -0.42071, 1.48367]],
  "forces_ev_per_a": [[-0.505, 0.066, 1.394], [0.512, -0.720, -1.547], [-4.289, -0.187, -3.472], [-0.038, 0.313, -1.960], [-1.168, 0.126, -0.234], [1.732, -2.195, 4.046], [-3.410, 0.402, -2.706], [0.116, -0.833, 0.966], [0.736, 1.319, 0.123], [-0.934, 0.416, 0.273], [0.734, 0.324, -1.607], [0.332, 0.138, 0.153], [0.946, 0.758, -0.788], [-0.859, -0.564, 0.312], [0.047, -0.107, -0.181], [0.175, -1.226, 1.041], [0.388, 1.416, -0.034], [-0.570, 0.580, 1.366], [-0.073, 0.315, 0.501], [1.633, 0.524, -0.318], [1.957, -0.641, 1.414], [-0.044, -1.042, 0.562], [0.076, 0.089, 0.671], [0.665, -0.499, -1.211], [1.842, 1.225, 1.236]],
  "mulliken_charge": [-1.051, -1.693, -1.540, -0.989, 0.760, 0.933, -0.569, -0.703, -0.663, -0.717, 1.168, -0.172, 0.362, 0.162, 0.311, 0.321, 0.355, 0.409, 0.424, 0.488, 0.232, 0.360, 0.451, 0.137, 0.225]
}



(3)
{
  "formula": "C6H13ClInO2Ti",
  "method": "ωB97M-V with the def2-TZVPD basis set",
  "charge": 1,
  "homo_lumo_gap_ev": 5.751,
  "homo_ha": -0.4603,
  "symbols": ["C", "C", "O", "O", "C", "C", "C", "C", "In", "Cl", "H", "H", "H", "H", "H", "H", "H", "H", "H", "H", "H", "H", "H", "Ti"],
  "positions_angstrom": [[-1.88352, 1.08564, 0.99513], [-0.55051, 1.56162, 1.48049], [-0.17983, 2.62893, 1.20248], [0.18120, 0.79716, 2.28472], [0.32198, -0.57534, 1.87250], [1.44748, -0.65709, 0.84308], [1.30793, -1.65767, -0.28982], [0.02636, -1.52426, -1.07649], [-0.01312, 0.30815, -2.27689], [-1.64999, 0.07057, -4.06618], [-1.82261, 0.36662, 0.20636], [-2.42149, 0.63383, 1.81653], [-2.46190, 1.92879, 0.68796], [-0.60101, -1.03703, 1.56322], [0.64008, -1.12591, 2.73663], [2.33421, -0.93574, 1.38695], [1.64033, 0.34010, 0.46116], [1.50195, -2.67314, 0.00978], [2.11412, -1.41807, -0.96979], [-0.03758, -2.34501, -1.77170], [-0.87187, -1.55800, -0.48409], [-0.60530, 1.76470, -1.30831], [1.56013, 0.66390, -3.04799], [0.02296, 3.35726, -2.25575]],
  "forces_ev_per_a": [[-0.251, -0.437, 0.932], [-1.487, -2.928, 0.534], [1.768, 4.535, -1.357], [-0.072, -0.699, 0.160], [0.691, -0.216, 0.080], [-0.020, -0.526, 0.273], [-0.086, 0.935, -0.300], [-0.036, 0.492, -0.187], [0.058, -2.187, -0.826], [0.407, 0.637, 0.588], [0.054, -0.486, -0.500], [-0.153, -0.367, 0.218], [-0.208, 0.576, -0.374], [-0.515, 0.195, -0.280], [-0.038, -0.039, 0.639], [0.554, 0.158, 0.207], [-0.073, 0.304, -0.266], [-0.185, -0.499, 0.420], [0.501, -0.149, -0.221], [-0.202, -0.124, -0.584], [-0.326, -0.122, 0.338], [0.168, 1.544, -0.433], [-0.343, 0.973, 0.263], [-0.208, -1.572, 0.677]],
  "mulliken_charge": [-1.212, 0.856, -0.534, -0.365, -0.617, -0.386, -0.734, -1.094, 1.099, -0.459, 0.241, 0.415, 0.328, 0.363, 0.365, 0.296, 0.300, 0.416, 0.306, 0.533, 0.383, -0.242, -0.160, 0.906]
}



(4)
{
  "formula": "C6H13Cs2F2NNa2O10PS",
  "method": "ωB97M-V with the def2-TZVPD basis set",
  "charge": 1,
  "homo_lumo_gap_ev": 2.559,
  "homo_ha": -0.2747,
  "symbols": ["N", "C", "C", "O", "C", "P", "O", "O", "H", "H", "H", "H", "H", "H", "H", "H", "H", "H", "Na", "O", "S", "O", "O", "O", "Cs", "C", "C", "O", "C", "O", "O", "F", "H", "H", "H", "F", "Cs", "Na"],
  "positions_angstrom": [[-4.49354, -2.44140, -0.39219], [-3.53335, -1.35420, -0.57313], [-2.06575, -1.89956, -0.75954], [-1.23024, -0.69102, -0.82492], [0.03455, -0.91842, -0.26373], [0.87439, 0.75351, -0.04686], [0.34466, 1.50250, 1.39797], [0.42698, 1.74753, -1.37152], [-5.27308, -2.36667, -1.03247], [-4.82310, -2.35609, 0.56712], [-3.71957, -0.73388, -1.48348], [-3.48343, -0.69842, 0.32851], [-2.00828, -2.52395, -1.71244], [-1.78804, -2.56347, 0.09051], [0.01058, -1.51845, 0.68554], [0.61528, -1.57256, -1.01931], [0.52290, 0.83745, 2.07864], [0.99714, 1.44484, -2.09856], [0.79073, 1.01424, 3.54577], [-4.54388, 0.41583, 2.25984], [-3.69299, -0.60157, 2.89285], [-2.32872, -0.53470, 2.32373], [-4.26276, -1.94602, 2.65044], [-3.62922, -0.35336, 4.35615], [-5.31955, -1.90768, 4.99933], [5.69132, 2.74989, -1.29180], [4.48984, 1.92778, -1.65600], [4.49763, 0.89797, -0.68331], [5.08648, 1.44787, 0.43108], [5.02233, 0.97072, 1.51574], [5.73436, 2.59364, 0.13173], [4.63769, 1.36112, -2.87821], [6.61289, 2.36034, -1.73070], [5.58387, 3.79617, -1.57164], [3.53986, 2.46788, -1.60960], [-2.26042, -3.22522, -3.55952], [3.82687, -0.88757, -1.23411], [-0.88441, 2.80493, -2.46192]],
  "forces_ev_per_a": [[0.291, 0.533, 0.264], [1.351, 0.236, 0.018], [-1.913, -1.139, -0.724], [1.113, -0.333, 0.901], [-1.510, 0.263, -1.465], [1.998, -1.387, 0.326], [-0.032, -0.299, -1.126], [0.095, -0.861, 1.368], [0.152, -0.049, 0.039], [-0.127, -0.229, -0.205], [-0.122, -0.445, 0.582], [-0.256, -0.341, -0.921], [0.143, 0.826, 0.374], [-0.020, 0.812, -0.114], [-0.003, 0.705, -0.205], [0.051, 0.997, 0.884], [-1.293, -0.495, -3.809], [0.042, -0.206, 0.395], [-0.259, 0.323, 3.346], [0.128, -0.195, 0.305], [0.212, 1.726, -1.944], [1.549, 0.070, 0.139], [0.296, -0.374, -0.215], [1.620, 1.113, 0.158], [-2.516, -1.880, 1.946], [0.429, 0.643, -0.004], [0.266, 0.970, -0.943], [4.109, 11.427, 3.457], [1.169, 1.146, 2.241], [-0.298, -0.182, -0.822], [-0.499, -0.663, -0.278], [-0.186, -0.066, -0.111], [-0.154, -0.133, -0.064], [-0.011, -0.014, 0.246], [0.008, -0.145, -0.055], [0.411, 0.431, 0.319], [-4.612, -13.298, -3.727], [-1.624, 0.512, -0.576]],
  "mulliken_charge": [-0.605, -0.084, -0.661, -0.252, -0.180, 0.032, -0.401, -0.701, 0.220, 0.268, 0.232, 0.045, 0.369, 0.243, 0.407, 0.285, 0.051, 0.412, 0.986, -0.669, 1.427, -0.605, -0.929, -1.028, 0.934, -0.499, 0.568, -0.555, 0.699, -0.449, -0.283, -0.282, 0.316, 0.311, 0.294, -0.911, 0.953, 1.042]
}



(5)
{
  "formula": "C6H13N",
  "method": "ωB97M-V with the def2-TZVPD basis set",
  "multiplicity": 2,
  "charge": -1,
  "homo_lumo_gap_ev": [2.732, 6.897],
  "homo_ha": [0.0539, -0.1064],
  "symbols": ["C", "C", "C", "C", "N", "C", "C", "H", "H", "H", "H", "H", "H", "H", "H", "H", "H", "H", "H", "H"],
  "positions_angstrom": [[2.16451, 2.60708, -1.43939], [1.79243, 1.69537, -0.20274], [0.66600, 0.76258, -0.55646], [0.23615, -0.16661, 0.36957], [-0.67626, -1.19802, -0.05716], [-1.99079, -1.36411, 0.56430], [-2.04377, -2.63518, 1.41083], [1.58113, 3.52281, -1.34094], [1.85153, 2.19271, -2.39960], [3.23373, 2.81999, -1.34780], [2.70489, 1.15246, 0.13732], [1.48169, 2.45127, 0.51487], [0.60365, 0.46904, -1.60133], [0.33427, -0.18237, 1.44857], [-0.57495, -1.28260, -1.05838], [-2.73513, -1.47096, -0.23769], [-2.21114, -0.38757, 1.00840], [-3.01454, -3.11581, 1.19648], [-1.37868, -3.43151, 1.10082], [-2.02473, -2.43857, 2.49034]],
  "forces_ev_per_a": [[-0.447, -0.389, 1.159], [-0.343, 0.683, -1.881], [0.700, 0.451, 1.004], [-1.534, -1.083, -0.140], [1.159, 0.077, 0.116], [1.239, 0.208, -1.705], [-1.870, -0.047, 0.388], [0.211, 0.236, -0.089], [0.489, -0.285, 0.019], [0.004, 0.200, -0.555], [-0.079, 0.131, 0.141], [0.155, -0.508, 0.706], [-0.111, -0.021, -0.140], [0.356, 0.574, -0.010], [-0.738, -0.201, 0.010], [-0.003, -0.042, -0.080], [-0.235, -0.438, 0.765], [-0.106, 0.227, 0.441], [0.791, 0.432, 0.023], [0.363, -0.206, -0.173]],
  "lowdin_spin": [0.057, 0.121, 0.215, 0.261, 0.036, 0.039, 0.026, 0.007, 0.001, 0.019, 0.082, 0.004, 0.020, 0.056, 0.012, 0.019, 0.007, 0.009, 0.005, 0.005]
}



(6)
{
  "formula": "C6H13N",
  "method": "ωB97M-V with the def2-TZVPD basis set",
  "multiplicity": 2,
  "charge": -1,
  "homo_lumo_gap_ev": [2.733, 9.649],
  "homo_ha": [0.0519, -0.2103],
  "symbols": ["C", "C", "C", "C", "C", "C", "N", "H", "H", "H", "H", "H", "H", "H", "H", "H", "H", "H", "H", "H"],
  "positions_angstrom": [[0.92219, -0.69768, 1.66208], [1.06137, -0.85758, 0.14497], [-0.27775, -0.63847, -0.60185], [-1.02518, 0.66905, -0.31980], [-0.98339, 1.70734, -1.41282], [0.09877, 1.97592, -2.16514], [0.10653, -1.74919, 2.31483], [0.69093, 0.28626, 2.05451], [1.93801, -0.94677, 2.00842], [1.78294, -0.14281, -0.22686], [1.29456, -1.89888, -0.08675], [-0.88033, -1.48551, -0.26938], [-0.22993, -0.77372, -1.68019], [-2.08396, 0.52798, -0.08963], [-0.48296, 1.13905, 0.50650], [-1.87416, 2.27271, -1.68231], [0.84273, 1.21164, -1.95486], [0.16960, 2.80825, -2.84620], [-0.03036, -2.49979, 1.64084], [-0.84134, -1.40901, 2.46878]],
  "forces_ev_per_a": [[1.439, -1.832, 0.291], [-1.932, 0.938, -0.446], [-0.395, -0.334, 0.293], [0.413, 0.540, -0.617], [0.258, 0.415, -1.236], [-0.827, -1.226, 1.484], [-0.509, 0.483, -0.234], [-0.221, 0.082, -0.256], [0.051, 0.542, 0.176], [0.627, -0.060, -0.111], [0.691, 0.082, 0.120], [-0.484, 0.010, 0.026], [0.449, -0.099, -0.116], [0.110, -0.252, 0.447], [-0.593, 0.077, 0.364], [-0.165, 0.107, 0.632], [0.883, 0.717, -0.658], [0.199, -0.160, -0.266], [0.067, -0.102, 0.111], [-0.061, 0.072, -0.004]],
  "lowdin_spin": [0.068, 0.045, 0.131, 0.138, 0.093, 0.054, 0.058, 0.016, 0.008, 0.003, 0.025, 0.082, 0.025, 0.091, 0.012, 0.027, 0.004, 0.008, 0.047, 0.067]
}



(7)
{
  "formula": "C6H13N",
  "method": "ωB97M-V with the def2-TZVPD basis set",
  "homo_lumo_gap_ev": 9.523,
  "homo_ha": -0.3062,
  "symbols": ["C", "C", "C", "C", "N", "C", "C", "H", "H", "H", "H", "H", "H", "H", "H", "H", "H", "H", "H", "H"],
  "positions_angstrom": [[-3.50441, 0.42864, 0.29189], [-2.49604, -0.40531, -0.47049], [-1.07443, -0.36829, 0.15744], [-0.00331, -0.78316, -0.51649], [1.26205, -0.65680, 0.14124], [2.18630, 0.37306, -0.31107], [3.44042, 0.27024, 0.55219], [-4.49014, 0.45740, -0.16664], [-3.19680, 1.43254, 0.57063], [-3.62277, -0.11567, 1.24026], [-2.69501, -1.34837, -0.94660], [-1.84730, 0.33696, -1.01314], [-0.94990, 0.19891, 1.07909], [-0.04653, -0.65034, -1.59922], [1.68895, -1.57586, 0.12280], [1.67933, 1.32637, -0.15586], [2.48235, 0.30526, -1.36985], [3.10934, 0.47926, 1.57186], [3.89792, -0.71789, 0.56683], [4.17998, 1.01305, 0.25512]],
  "forces_ev_per_a": [[-0.535, -1.736, 1.092], [3.518, 3.021, 0.239], [-1.098, -1.266, 1.075], [0.501, 2.080, 0.350], [-0.123, -0.772, -0.210], [0.323, -0.617, -0.043], [-0.491, 0.656, 0.396], [0.055, 0.123, -0.190], [0.294, 0.038, -0.402], [-0.435, 0.340, 0.135], [-0.427, 0.091, -0.184], [-2.229, -0.175, -2.230], [0.026, -0.703, 0.412], [0.057, -1.190, -0.266], [0.353, 0.160, 0.152], [0.175, 0.125, -0.059], [-0.293, -0.059, -0.079], [0.311, 0.014, 0.083], [-0.065, -0.072, -0.304], [0.082, -0.059, 0.031]],
  "mulliken_charge": [-1.124, -0.293, -0.373, -0.458, -0.275, -0.272, -1.177, 0.358, 0.284, 0.272, 0.400, 0.148, 0.370, 0.328, 0.239, 0.270, 0.330, 0.308, 0.315, 0.352]
}



(8)
{
  "formula": "C6H13N",
  "method": "ωB97M-V with the def2-TZVPD basis set",
  "homo_lumo_gap_ev": 8.635,
  "homo_ha": -0.2774,
  "symbols": ["C", "C", "C", "C", "C", "C", "N", "H", "H", "H", "H", "H", "H", "H", "H", "H", "H", "H", "H", "H"],
  "positions_angstrom": [[-2.28257, 0.88874, -0.31003], [-0.86898, 0.83712, -1.01602], [0.20767, 0.34314, -0.06235], [0.67252, 1.45337, 0.88103], [0.56881, -0.93408, 0.02603], [1.88430, -1.30916, 0.70506], [0.02820, -2.06938, -0.60609], [-2.06441, 0.73041, 0.74070], [-2.84765, 0.03779, -0.68808], [-2.78446, 1.83799, -0.30475], [-1.02430, 0.33203, -1.96356], [-0.54672, 1.84206, -1.33895], [1.14874, 2.15165, 0.19275], [-0.24412, 1.78933, 1.35025], [1.40417, 1.09220, 1.60657], [2.09431, -2.36239, 0.67045], [2.77866, -0.76371, 0.41484], [1.87037, -1.21260, 1.80455], [-0.58209, -1.79719, -1.35932], [0.58756, -2.88733, -0.74310]],
  "forces_ev_per_a": [[1.660, -0.530, 0.219], [-0.783, 1.014, 0.581], [-1.039, -0.176, -0.556], [0.423, -1.619, -1.382], [2.550, -1.106, 0.136], [-0.301, 0.042, 2.001], [-1.077, 1.584, -0.075], [-0.272, -0.364, 0.296], [-0.468, 0.361, 0.192], [-0.459, 0.333, -0.720], [0.480, -0.636, -0.046], [-0.245, -0.129, 0.221], [-0.121, 0.742, 0.585], [0.180, 0.723, 0.283], [-0.230, 0.188, 0.025], [0.080, -0.614, -0.681], [-0.201, 0.144, -0.494], [-0.322, 0.453, -0.181], [-0.143, -0.577, -0.216], [0.290, 0.167, -0.187]],
  "mulliken_charge": [-0.979, -0.908, 0.184, -1.231, 0.724, -1.479, -0.504, 0.315, 0.284, 0.323, 0.509, 0.308, 0.317, 0.304, 0.375, 0.405, 0.320, 0.328, 0.199, 0.206]
}



| no. | E (eV) |
| --- | --- |
| 1 | -80931.5824 |
| 2 | -94942.6740 |
| 3 | -51326.2867 |
| 4 | -63870.4519 |
| 5 | -7919.5643 |
| 6 | -7920.0936 |
| 7 | -7920.0636 |
| 8 | -7921.9185 |